# 1
A 2-piece molecular cluster, C5H9N2 overall, computed with ωB97M-V with the def2-TZVPD basis set.

Geometry as ORCA input:
```
! RIJCOSX wB97M-V def2-TZVPD def2/J DEFGRID3
* xyz 1 3
C -2.243 0.981 0.019
C -2.499 -0.339 -0.104
C -0.339 -0.139 0.231
C 2.036 0.405 -0.365
C 1.087 -0.477 0.448
N -0.885 1.077 0.225
N -1.332 -1.018 0.023
H -2.886 1.832 -0.034
H -5.025 -1.493 -0.282
H 3.062 0.152 -0.111
H 1.891 1.461 -0.149
H 1.903 0.243 -1.432
H 1.316 -0.362 1.512
H 1.246 -1.523 0.187
H -0.389 1.946 0.368
H -1.232 -2.021 -0.037
*
```

Computed properties:
DFT total energy: -8299.52537 eV
lowest unoccupied orbital energy (spin up / spin down): -3.175 / -6.298 eV
orbital gap (spin up / spin down): 10.75 / 8.01 eV
ΔE to the lowest compared entry with this formula, charge and spin: 14.5 kcal/mol

Results of the Löwdin charge analysis, in e, for atoms 1 through 5: -0.0340, 0.0799, -0.2424, -0.0670, -0.1385


# 2
An isolated ion of composition C5H9N2 and charge +1 at a distorted geometry, computed with ωB97M-V with the def2-TZVPD basis set.

Geometry as ORCA input:
```
! RIJCOSX wB97M-V def2-TZVPD def2/J DEFGRID3
* xyz 1 3
C 1.019 1.466 0.224
C 0.508 -1.461 -0.167
C 1.910 0.375 0.398
C -1.095 0.418 -0.547
C -2.167 0.109 0.446
N 1.618 -0.836 -0.175
N -0.126 1.199 -0.344
H 1.107 2.562 0.304
H -0.140 -1.236 0.574
H 0.470 -2.213 -0.827
H 2.878 0.441 0.668
H -1.407 0.251 -1.546
H -1.596 0.200 1.312
H -2.476 -0.902 0.096
H -2.772 0.973 0.353
H 2.269 -1.345 -0.769
*
```

Computed properties:
DFT total energy: -8298.71681 eV
lowest unoccupied orbital energy (spin up / spin down): -3.742 / -6.496 eV
orbital gap (spin up / spin down): 7.04 / 9.38 eV
ΔE to the lowest compared entry with this formula, charge and spin: 33.2 kcal/mol

Results of the Löwdin charge analysis, in e, for atoms 1 through 5: -0.0124, 0.0232, 0.0449, -0.1750, 0.0025